# 1
This record from the OMol25 dataset describes 8 unconnected molecules or ions with the total composition C28H48O24 in a non-equilibrium geometry. The level of theory is ωB97M-V with the def2-TZVPD basis set.

Each atom is followed by the atoms it is bonded to, with distances in Å.
Element x y z (Å)
1 O 6.877 -15.593 -21.517  C32 1.417, C38 1.401
2 O 8.553 -4.767 -5.536  C39 1.384, C48 1.361
3 O 3.476 -14.200 -14.202  C36 1.357, C45 1.384
4 O 2.214 -14.390 -7.858  C42 1.232
5 O 7.191 -4.055 -7.327  C48 1.224
6 O 5.448 -15.163 -15.009  C45 1.198
7 O -3.472 -10.432 -18.406  C31 1.209
8 O 1.772 -6.894 -9.109  C26 1.191
9 O 5.707 -14.743 -23.202  C38 1.336, C51 1.413
10 O 7.078 -13.339 -22.161  C38 1.205
11 O 8.366 -5.960 -7.243  C27 1.460, C48 1.304
12 O -5.534 -9.447 -18.805  C31 1.425, C40 1.402
13 O 15.066 -11.886 -17.052  C28 1.252
14 O 0.604 -8.625 -8.191  C26 1.310, C44 1.424
15 O -0.481 -18.931 -19.549  C30 1.447, C34 1.390
16 O 13.707 -11.755 -18.969  C28 1.354, C43 1.436
17 O 5.410 -13.465 -13.530  C45 1.349, C47 1.392
18 O 0.510 -20.625 -20.905  C34 1.267
19 O 13.041 -12.875 -17.294  C28 1.304, C33 1.449
20 O 3.417 -16.331 -7.329  C41 1.402, C42 1.361
21 O -1.377 -20.933 -19.529  C34 1.370, C49 1.347
22 O 1.544 -16.497 -8.382  C42 1.336, C46 1.374
23 O 2.489 -8.112 -7.488  C26 1.274, C50 1.411
24 O -4.072 -8.421 -17.456  C31 1.348, C35 1.446
25 C -0.235 -8.982 -10.498  C44 1.481, H70 1.090, H91 1.090, H98 1.090
26 C 1.593 -7.777 -8.330  O8 1.191, O14 1.310, O23 1.274
27 C 8.299 -6.251 -8.672  O11 1.460, H78 1.090, H90 1.090, H94 1.090
28 C 14.027 -12.128 -17.707  O13 1.252, O16 1.354, O19 1.304
29 C 4.621 -16.391 -5.311  C41 1.472, H57 1.090, H74 1.090, H81 1.090
30 C -1.719 -18.815 -18.809  O15 1.447, C49 1.504, H61 1.090, H89 1.090
31 C -4.215 -9.488 -18.267  O7 1.209, O12 1.425, O24 1.348
32 C 5.854 -16.550 -21.728  O1 1.417, C51 1.546, H59 1.090, H85 1.090
33 C 12.131 -13.117 -18.395  O19 1.449, C43 1.454, H54 1.090, H66 1.090
34 C -0.391 -20.193 -20.126  O15 1.390, O18 1.267, O21 1.370
35 C -5.240 -7.582 -17.606  O24 1.446, C40 1.511, H77 1.090, H86 1.090
36 C 2.681 -14.887 -15.061  O3 1.357, H60 1.090, H83 1.090, H97 1.090
37 C -7.366 -7.956 -18.839  C40 1.503, H62 1.090, H79 1.090, H95 1.090
38 C 6.567 -14.428 -22.229  O1 1.401, O9 1.336, O10 1.205
39 C 8.070 -3.837 -4.632  O2 1.384, H63 1.090, H68 1.090, H93 1.090
40 C -5.869 -8.087 -18.884  O12 1.402, C35 1.511, C37 1.503, H80 1.090
41 C 4.268 -15.591 -6.496  O20 1.402, C29 1.472, H56 1.090, H58 1.090
42 C 2.373 -15.611 -7.822  O4 1.232, O20 1.361, O22 1.336
43 C 12.300 -11.919 -19.202  O16 1.436, C33 1.454, H76 1.090, H96 1.090
44 C -0.514 -8.715 -9.068  O14 1.424, C25 1.481, H67 1.090, H69 1.090
45 C 4.840 -14.417 -14.296  O3 1.384, O6 1.198, O17 1.349
46 C 0.486 -16.183 -9.199  O22 1.374, H53 1.090, H82 1.090, H84 1.090
47 C 6.764 -13.147 -13.585  O17 1.392, H64 1.090, H92 1.090, H99 1.090
48 C 7.924 -4.842 -6.741  O2 1.361, O5 1.224, O11 1.304
49 C -2.038 -20.264 -18.564  O21 1.347, C30 1.504, C52 1.544, H88 1.090
50 C 2.343 -8.705 -6.216  O23 1.411, H55 1.090, H71 1.090, H87 1.090
51 C 5.246 -16.072 -23.068  O9 1.413, C32 1.546, H72 1.090, H73 1.090
52 C -1.503 -20.729 -17.192  C49 1.544, H65 1.090, H75 1.090, H100 1.090
53 H 0.710 -15.163 -9.511  C46 1.090
54 H 11.143 -13.335 -17.990  C33 1.090
55 H 3.268 -8.754 -5.641  C50 1.090
56 H 3.832 -14.617 -6.274  C41 1.090
57 H 5.591 -15.956 -5.073  C29 1.090
58 H 5.192 -15.331 -7.012  C41 1.090
59 H 5.074 -16.432 -20.975  C32 1.090
60 H 2.872 -14.669 -16.112  C36 1.090
61 H -2.467 -18.425 -19.499  C30 1.090
62 H -7.682 -6.913 -18.830  C37 1.090
63 H 7.083 -3.982 -4.192  C39 1.090
64 H 7.385 -13.887 -13.080  C47 1.090
65 H -1.788 -19.977 -16.456  C52 1.090
66 H 12.454 -13.972 -18.989  C33 1.090
67 H -0.981 -7.730 -9.064  C44 1.090
68 H 8.174 -2.786 -4.899  C39 1.090
69 H -1.360 -9.346 -8.795  C44 1.090
70 H -1.197 -8.999 -11.011  C25 1.090
71 H 2.071 -9.760 -6.262  C50 1.090
72 H 5.630 -16.439 -24.020  C51 1.090
73 H 4.202 -16.359 -22.936  C51 1.090
74 H 3.815 -16.310 -4.581  C29 1.090
75 H -0.425 -20.857 -17.101  C52 1.090
76 H 12.133 -11.879 -20.278  C43 1.090
77 H -4.959 -6.547 -17.797  C35 1.090
78 H 8.425 -7.322 -8.832  C27 1.090
79 H -7.862 -8.309 -17.934  C37 1.090
80 H -5.321 -7.738 -19.760  C40 1.090
81 H 4.719 -17.472 -5.408  C29 1.090
82 H -0.456 -15.970 -8.694  C46 1.090
83 H 1.718 -14.434 -14.826  C36 1.090
84 H 0.534 -16.767 -10.119  C46 1.090
85 H 6.164 -17.591 -21.640  C32 1.090
86 H -5.909 -7.650 -16.747  C35 1.090
87 H 1.462 -8.392 -5.656  C50 1.090
88 H -3.106 -20.403 -18.732  C49 1.090
89 H -1.609 -18.194 -17.920  C30 1.090
90 H 7.361 -6.102 -9.208  C27 1.090
91 H 0.519 -8.325 -10.930  C25 1.090
92 H 7.135 -13.007 -14.601  C47 1.090
93 H 8.619 -4.009 -3.706  C39 1.090
94 H 9.134 -5.740 -9.152  C27 1.090
95 H -7.854 -8.376 -19.718  C37 1.090
96 H 11.750 -11.028 -18.897  C43 1.090
97 H 2.507 -15.931 -14.801  C36 1.090
98 H -0.009 -10.046 -10.578  C25 1.090
99 H 7.015 -12.165 -13.184  C47 1.090
100 H -1.905 -21.695 -16.885  C52 1.090

Summary:
total charge	0
HOMO	-10.461	eV
LUMO	0.19	eV
electronic energy	-2901.3287	Ha
energy above the lowest of the compared OMol25 structures with the same formula, charge and spin	120.7	kcal/mol
structure (SMILES)	C[C@H]1COC(=O)O1.C[C@H]1COC(=O)O1.CCOC(=O)OC.CCOC(=O)OC.COC(=O)OC.COC(=O)OC.O=C1OCCO1.O=C1OCCO1


# 2
This record from the OMol25 dataset describes 2 unconnected molecules or ions with the total composition C28H49BrN4O7S in a non-equilibrium geometry. The level of theory is ωB97M-V with the def2-TZVPD basis set.

Each atom is followed by the atoms it is bonded to, with distances in Å.
Element x y z (Å)
1 Br -0.936 -2.735 -1.392  C22 1.990
2 S 4.854 4.549 0.692  O3 1.467, O5 1.631, O9 1.453, C26 1.826
3 O 5.302 5.681 -0.128  S2 1.467
4 O -5.415 1.127 -1.108  N12 1.381
5 O 3.234 4.680 0.831  S2 1.631, H75 0.979
6 O 7.868 -2.703 -0.315  C38 1.196
7 O 6.416 -1.328 -1.361  C27 1.457, C38 1.417
8 O -1.829 -0.462 2.137  C18 1.452, H70 0.975
9 O 5.514 4.635 1.984  S2 1.453
10 N 2.228 -4.455 -2.099  C28 1.357, C39 1.351
11 N 0.466 -0.235 -0.847  C22 1.457, C24 1.466, C29 1.457
12 N -6.481 1.100 -0.230  O4 1.381, C21 1.458, C33 1.472
13 N 2.970 -1.070 -2.226  C23 1.504, C34 1.481, C40 1.520, H49 1.041
14 C -5.803 -1.001 0.795  C21 1.537, H44 1.096, H65 1.092, H71 1.093
15 C 7.271 -0.858 1.064  C36 1.602, C38 1.565, H50 1.125, H72 1.119
16 C -8.661 1.784 -0.947  C33 1.541, H51 1.092, H84 1.092, H90 1.098
17 C -6.839 3.452 -1.152  C33 1.535, H66 1.091, H79 1.093, H89 1.096
18 C -1.539 -0.098 0.762  O8 1.452, C24 1.598, H69 1.113, H87 1.126
19 C -7.418 0.475 1.927  C21 1.541, C37 1.529, H56 1.095, H86 1.095
20 C 4.088 1.062 -1.338  C30 1.567, C34 1.600, H67 1.133, H68 1.117
21 C -6.153 0.475 1.046  N12 1.458, C14 1.537, C19 1.541, C31 1.537
22 C 0.417 -1.336 -1.801  Br1 1.990, N11 1.457, C40 1.587, H43 1.132
23 C 4.249 -1.791 -2.552  N13 1.504, C27 1.559, H60 1.123, H83 1.129
24 C -0.007 -0.481 0.519  N11 1.466, C18 1.598, H57 1.120, H85 1.133
25 C -7.662 2.874 1.090  C33 1.541, C37 1.527, H48 1.095, H78 1.097
26 C 5.381 3.029 -0.173  S2 1.826, C30 1.600, H52 1.115, H88 1.118
27 C 5.197 -2.126 -1.360  O7 1.457, C23 1.559, H59 1.118, H74 1.130
28 C 2.484 -5.596 -1.410  N10 1.357, C32 1.451, H58 1.118
29 C 1.619 0.648 -0.970  N11 1.457, C34 1.603, H47 1.138, H73 1.113
30 C 4.373 1.801 0.014  C20 1.567, C26 1.600, H55 1.117, H76 1.128
31 C -4.986 1.121 1.808  C21 1.537, H42 1.091, H62 1.093, H77 1.096
32 C 2.599 -5.578 0.035  C28 1.451, C35 1.469, H81 1.117
33 C -7.354 2.283 -0.300  N12 1.472, C16 1.541, C17 1.535, C25 1.541
34 C 3.026 -0.110 -1.099  N13 1.481, C20 1.600, C29 1.603, H46 1.114
35 C 2.502 -4.377 0.875  C32 1.469, C41 1.483, H53 1.108
36 C 6.778 -1.754 2.298  C15 1.602, H45 1.117, H61 1.118, H63 1.118
37 C -8.035 1.854 2.162  C19 1.529, C25 1.527, H64 1.095, H80 1.094
38 C 7.207 -1.708 -0.249  O6 1.196, O7 1.417, C15 1.565
39 C 2.115 -3.335 -1.352  N10 1.351, C40 1.581, C41 1.454
40 C 1.791 -2.030 -2.185  N13 1.520, C22 1.587, C39 1.581, H82 1.129
41 C 2.245 -3.150 0.084  C35 1.483, C39 1.454, H54 1.108
42 H -4.060 1.084 1.232  C31 1.091
43 H 0.029 -0.897 -2.770  C22 1.132
44 H -5.706 -1.545 1.742  C14 1.096
45 H 7.402 -1.505 3.189  C36 1.117
46 H 3.272 -0.536 -0.100  C34 1.114
47 H 1.507 1.190 -1.964  C29 1.138
48 H -6.791 3.436 1.442  C25 1.095
49 H 2.773 -0.486 -3.065  N13 1.041
50 H 8.324 -0.505 1.240  C15 1.125
51 H -9.124 0.984 -0.364  C16 1.092
52 H 5.528 3.277 -1.250  C26 1.115
53 H 2.592 -4.385 1.979  C35 1.108
54 H 2.172 -2.196 0.643  C41 1.108
55 H 3.468 2.219 0.520  C30 1.117
56 H -8.175 -0.162 1.458  C19 1.095
57 H 0.152 -1.503 0.950  C24 1.120
58 H 2.600 -6.544 -1.991  C28 1.118
59 H 4.741 -2.111 -0.340  C27 1.118
60 H 4.074 -2.733 -3.139  C23 1.123
61 H 5.689 -1.552 2.456  C36 1.118
62 H -5.170 2.166 2.068  C31 1.093
63 H 6.891 -2.835 2.037  C36 1.118
64 H -7.723 2.240 3.138  C37 1.095
65 H -4.858 -1.111 0.258  C14 1.092
66 H -6.652 3.155 -2.185  C17 1.091
67 H 3.579 1.789 -2.042  C20 1.133
68 H 5.007 0.718 -1.871  C20 1.117
69 H -2.221 -0.583 0.028  C18 1.113
70 H -0.960 -0.563 2.567  O8 0.975
71 H -6.585 -1.493 0.210  C14 1.093
72 H 6.645 0.069 1.024  C15 1.119
73 H 1.637 1.444 -0.193  C29 1.113
74 H 5.551 -3.188 -1.518  C27 1.130
75 H 2.881 5.304 0.164  O5 0.979
76 H 4.789 1.027 0.722  C30 1.128
77 H -4.798 0.586 2.746  C31 1.096
78 H -8.466 3.616 1.014  C25 1.097
79 H -5.917 3.871 -0.741  C17 1.093
80 H -9.123 1.752 2.218  C37 1.094
81 H 2.775 -6.551 0.555  C32 1.117
82 H 1.671 -2.334 -3.265  C40 1.129
83 H 4.823 -1.119 -3.256  C23 1.129
84 H -8.474 1.394 -1.950  C16 1.092
85 H 0.558 0.225 1.202  C24 1.133
86 H -7.210 0.006 2.896  C19 1.095
87 H -1.564 1.027 0.727  C18 1.126
88 H 6.352 2.697 0.270  C26 1.118
89 H -7.580 4.258 -1.183  C17 1.096
90 H -9.398 2.592 -1.039  C16 1.098

Summary:
total charge	0
HOMO	-2.893	eV
LUMO	-1.34	eV
electronic energy	-4813.8225	Ha


# 3
This record from the OMol25 dataset describes 5 unconnected molecules or ions with the total composition C28H49FN2O18Si in a non-equilibrium geometry. The level of theory is ωB97M-V with the def2-TZVPD basis set.

Each atom is followed by the atoms it is bonded to, with distances in Å.
Element x y z (Å)
1 Si -0.958 -2.645 0.203  O17 1.668, C26 1.937, C39 1.888, C50 1.866
2 F 2.449 -0.895 -2.961  C31 1.354
3 O 4.621 4.024 -3.121  C23 1.429, C37 1.331
4 O 12.316 8.345 -2.280  C24 1.330, C32 1.429
5 O 10.705 7.214 -1.177  C24 1.202
6 O 6.242 2.749 -2.203  C37 1.203
7 O -4.299 -2.703 6.186  C44 1.202
8 O -5.407 -2.470 8.137  C27 1.429, C44 1.330
9 O -1.096 -4.912 -2.868  C38 1.207
10 O -2.128 -2.947 -2.902  C38 1.351, H83 0.964
11 O -6.567 -2.857 -2.922  C35 1.334, C46 1.429
12 O -3.644 -3.709 8.098  C40 1.428, C44 1.331
13 O -8.326 -1.702 -2.465  C35 1.330, C36 1.428
14 O 0.692 0.451 -3.142  C31 1.200
15 O -7.549 -1.688 -4.585  C35 1.200
16 O -0.511 -0.086 -0.621  C26 1.205
17 O 0.394 -3.309 0.920  Si1 1.668, C47 1.429
18 O 2.449 -0.493 1.348  C25 1.415, C41 1.412
19 O 12.907 6.858 -0.837  C24 1.331, C34 1.429
20 O 6.514 4.944 -2.654  C37 1.331, C43 1.430
21 N -5.730 -0.890 -0.095  C28 1.351, C48 1.340, C49 1.453
22 N 0.513 -1.620 -2.078  C26 1.450, C31 1.385, H69 1.017
23 C 3.780 2.869 -3.149  O3 1.429, H81 1.088, H82 1.089, H87 1.086
24 C 11.861 7.449 -1.409  O4 1.330, O5 1.202, O19 1.331
25 C 3.145 0.232 0.352  O18 1.415, C29 1.534, H67 1.090, H86 1.080
26 C -0.281 -1.228 -0.930  Si1 1.937, O16 1.205, N22 1.450
27 C -6.339 -1.618 7.469  O8 1.429, H77 1.088, H80 1.086, H92 1.088
28 C -7.046 -0.607 -0.213  N21 1.351, C33 1.327, H85 1.068
29 C 4.660 0.223 0.594  C25 1.534, H64 1.083, H73 1.083, H79 1.079
30 C -3.279 -2.788 1.932  C42 1.526, C50 1.549, H68 1.083, H84 1.086
31 C 1.148 -0.585 -2.745  F2 1.354, O14 1.200, N22 1.385
32 C 11.292 9.062 -2.974  O4 1.429, H52 1.088, H61 1.086, H93 1.088
33 C -7.163 0.675 -0.534  C28 1.327, C45 1.405, H70 1.071
34 C 12.563 5.864 0.129  O19 1.429, H59 1.086, H75 1.088, H78 1.088
35 C -7.490 -2.046 -3.441  O11 1.334, O13 1.330, O15 1.200
36 C -9.369 -0.815 -2.871  O13 1.428, H54 1.086, H57 1.088, H89 1.088
37 C 5.834 3.801 -2.619  O3 1.331, O6 1.203, O20 1.331
38 C -1.633 -4.024 -2.253  O9 1.207, O10 1.351, C39 1.506
39 C -1.796 -4.038 -0.756  Si1 1.888, C38 1.506, H58 1.080, H98 1.089
40 C -2.549 -4.282 7.383  O12 1.428, H55 1.088, H60 1.088, H65 1.086
41 C 2.404 -1.885 1.117  O18 1.412, C47 1.528, H53 1.089, H88 1.089
42 C -4.655 -2.152 1.748  C30 1.526, C49 1.550, H74 1.083, H94 1.082
43 C 7.844 4.853 -2.139  O20 1.430, H51 1.089, H56 1.086, H90 1.088
44 C -4.437 -2.937 7.357  O7 1.202, O8 1.330, O12 1.331
45 C -5.873 1.222 -0.633  C33 1.405, C48 1.340, H72 1.067
46 C -5.585 -3.314 -3.854  O11 1.429, H63 1.088, H91 1.087, H99 1.089
47 C 1.129 -2.422 1.765  O17 1.429, C41 1.528, H71 1.082, H96 1.089
48 C -5.026 0.220 -0.356  N21 1.340, C45 1.340, H62 1.072
49 C -5.153 -2.169 0.280  N21 1.453, C42 1.550, H66 1.079, H97 1.083
50 C -2.159 -1.861 1.397  Si1 1.866, C30 1.549, H76 1.081, H95 1.087
51 H 8.434 4.149 -2.723  C43 1.089
52 H 10.677 9.625 -2.275  C32 1.088
53 H 3.259 -2.329 1.625  C41 1.089
54 H -9.970 -0.618 -1.988  C36 1.086
55 H -2.907 -4.924 6.581  C40 1.088
56 H 8.287 5.841 -2.221  C43 1.086
57 H -8.955 0.121 -3.239  C36 1.088
58 H -1.459 -4.994 -0.384  C39 1.080
59 H 13.499 5.466 0.513  C34 1.086
60 H -1.901 -3.504 6.984  C40 1.088
61 H 11.796 9.751 -3.645  C32 1.086
62 H -3.961 0.343 -0.361  C48 1.072
63 H -6.041 -3.897 -4.651  C46 1.088
64 H 5.127 -0.589 0.051  C29 1.083
65 H -1.991 -4.880 8.098  C40 1.086
66 H -5.956 -2.887 0.219  C49 1.079
67 H 2.946 -0.198 -0.630  C25 1.090
68 H -3.127 -2.878 3.001  C30 1.083
69 H 1.208 -2.279 -1.736  N22 1.017
70 H -8.062 1.238 -0.683  C33 1.071
71 H 1.382 -2.971 2.663  C47 1.082
72 H -5.577 2.222 -0.855  C45 1.067
73 H 4.812 0.019 1.647  C29 1.083
74 H -5.397 -2.621 2.383  C42 1.083
75 H 11.998 6.303 0.948  C34 1.088
76 H -1.673 -1.399 2.245  C50 1.081
77 H -5.839 -0.737 7.072  C27 1.088
78 H 11.995 5.059 -0.332  C34 1.088
79 H 5.111 1.163 0.314  C29 1.079
80 H -7.069 -1.311 8.212  C27 1.086
81 H 4.212 2.093 -3.778  C23 1.088
82 H 3.616 2.489 -2.142  C23 1.089
83 H -2.782 -2.495 -2.357  O10 0.964
84 H -3.247 -3.801 1.543  C30 1.086
85 H -7.859 -1.286 -0.074  C28 1.068
86 H 2.775 1.246 0.320  C25 1.080
87 H 2.828 3.178 -3.569  C23 1.086
88 H 2.467 -2.147 0.062  C41 1.089
89 H -9.992 -1.278 -3.634  C36 1.088
90 H 7.832 4.557 -1.092  C43 1.088
91 H -4.903 -3.952 -3.298  C46 1.087
92 H -6.846 -2.155 6.669  C27 1.088
93 H 10.674 8.381 -3.556  C32 1.088
94 H -4.572 -1.120 2.058  C42 1.082
95 H -2.618 -1.036 0.860  C50 1.087
96 H 0.559 -1.552 2.087  C47 1.089
97 H -4.366 -2.434 -0.415  C49 1.083
98 H -2.867 -4.005 -0.563  C39 1.089
99 H -5.027 -2.476 -4.270  C46 1.089

Summary:
total charge	0
HOMO	-8.367	eV
LUMO	0.19	eV
electronic energy	-2949.5790	Ha
structure (SMILES)	CCOCCO[Si@](CCCCn1cccc1)(CC(=O)O)C(=O)NC(=O)F.COC(=O)OC.COC(=O)OC.COC(=O)OC.COC(=O)OC